[1]
2 unconnected molecules or ions with the total composition C4H10O2. Source: OMol25; level of theory: wB97M-V/def2-TZVPD.

Each atom is followed by the atoms it is bonded to, with distances in Å.
Element x y z (Å)
1 O 2.899 -0.484 1.030  H10 0.973, H11 0.963
2 O 0.322 0.575 1.519  C5 1.220
3 C 0.167 -0.347 -0.682  C5 1.513, C6 1.540, H8 1.093, H13 1.095
4 C -1.080 1.803 0.053  C5 1.510, H12 1.094, H15 1.097, H16 1.092
5 C -0.141 0.671 0.394  O2 1.220, C3 1.513, C4 1.510
6 C -0.970 -1.385 -0.732  C3 1.540, H7 1.096, H9 1.095, H14 1.094
7 H -1.791 -1.063 -1.382  C6 1.096
8 H 1.127 -0.807 -0.435  C3 1.093
9 H -1.374 -1.545 0.273  C6 1.095
10 H 2.075 -0.143 1.419  O1 0.973
11 H 2.971 -1.382 1.371  O1 0.963
12 H -1.719 1.576 -0.805  C4 1.094
13 H 0.264 0.147 -1.655  C3 1.095
14 H -0.595 -2.347 -1.094  C6 1.094
15 H -0.468 2.678 -0.199  C4 1.097
16 H -1.685 2.053 0.927  C4 1.092

Calculated values
energy above the lowest of the compared OMol25 structures with the same formula, charge and spin: 7.71 kcal/mol
structure (SMILES): CCC(C)=O.O
Kohn-Sham gap: 10.814 eV
electronic energy: -8405.2129 eV

These are the Mulliken partial charges, in e, on atoms 1 to 8: O -0.669; O -0.661; C -0.323; C -1.108; C 0.634; C -1.115; H 0.293; H 0.340

---

[2]
3 unconnected molecules or ions with the total composition C7H15B3Br4O5 at a distorted geometry. Source: OMol25; level of theory: wB97M-V/def2-TZVPD.

Each atom is followed by the atoms it is bonded to, with distances in Å.
Element x y z (Å)
1 Br -2.378 -2.313 -2.104  C16 1.950
2 Br -1.062 2.758 -1.381  C10 1.949
3 Br 1.012 5.556 -2.600  C11 1.949
4 Br 0.397 -3.884 -0.249  C15 1.949
5 O -1.338 2.079 3.324  C12 1.437, H32 0.990
6 O -1.809 -0.183 3.555  C12 1.259
7 O 1.367 -0.274 2.637  B18 1.443, B19 1.439
8 O 1.957 1.175 0.679  B17 1.446, B19 1.470
9 O 3.802 0.337 2.077  B17 1.459, B18 1.441
10 C 0.095 2.863 -2.946  Br2 1.949, C11 1.508, H22 1.090, H30 1.091
11 C 1.354 3.637 -2.644  Br3 1.949, C10 1.508, H24 1.090, H34 1.091
12 C -1.606 0.781 2.770  O5 1.437, O6 1.259, C13 1.595
13 C -1.699 0.470 1.209  C12 1.595, C14 1.609, H23 1.153, H27 1.144
14 C -0.343 -0.080 0.539  C13 1.609, B19 1.620, H26 1.139, H33 1.157
15 C -1.493 -4.358 -0.304  Br4 1.949, C16 1.508, H28 1.091, H29 1.090
16 C -2.059 -4.192 -1.692  Br1 1.950, C15 1.508, H21 1.091, H25 1.090
17 B 3.222 0.478 0.746  O8 1.446, O9 1.459, H31 1.179
18 B 2.792 -0.344 2.848  O7 1.443, O9 1.441, H20 1.194
19 B 1.017 0.265 1.349  O7 1.439, O8 1.470, C14 1.620
20 H 3.156 -0.990 3.783  B18 1.194
21 H -3.037 -4.669 -1.768  C16 1.091
22 H -0.497 3.298 -3.750  C10 1.090
23 H -2.484 -0.366 1.097  C13 1.153
24 H 1.803 3.373 -1.686  C11 1.090
25 H -1.407 -4.583 -2.473  C16 1.090
26 H -0.428 -1.204 0.381  C14 1.139
27 H -2.151 1.384 0.689  C13 1.144
28 H -1.533 -5.403 0.005  C15 1.091
29 H -1.997 -3.744 0.443  C15 1.090
30 H 0.332 1.827 -3.194  C10 1.091
31 H 3.784 -0.012 -0.167  B17 1.179
32 H -0.590 2.412 2.768  O5 0.990
33 H -0.268 0.407 -0.508  C14 1.157
34 H 2.090 3.498 -3.437  C11 1.091

Calculated values
structure (SMILES): O=C(O)CCB1OBOBO1.BrCCBr.BrCCBr
Kohn-Sham gap: 10.316 eV
electronic energy: -299944.2111 eV

These are the Mulliken partial charges, in e, on atoms 1 to 8: Br -0.131; Br -0.087; Br -0.133; Br -0.138; O -0.495; O -0.517; O -0.604; O -0.225

---

[3]
A gas-phase ion, C4H14N3 (charge +1) at a distorted geometry. Source: OMol25; level of theory: wB97M-V/def2-TZVPD.

Each atom is followed by the atoms it is bonded to, with distances in Å.
Element x y z (Å)
1 N 1.133 -1.058 -0.197  C7 1.424, H13 1.069, H16 1.003
2 N 0.852 2.164 -1.045  C4 1.443, H20 1.050, H21 1.050
3 N -1.119 -2.462 -0.429  C6 1.578, H9 1.063, H10 0.975, H15 1.073
4 C 0.904 2.029 0.390  N2 1.443, C5 1.566, H14 1.139, H18 1.071
5 C -0.150 0.952 0.817  C4 1.566, C7 1.515, H17 1.169, H19 1.133
6 C -1.341 -1.100 0.336  N3 1.578, C7 1.613, H8 1.143, H12 1.043
7 C -0.038 -0.253 -0.094  N1 1.424, C5 1.515, C6 1.613, H11 1.073
8 H -1.310 -1.284 1.463  C6 1.143
9 H -1.492 -3.295 0.116  N3 1.063
10 H -1.667 -2.594 -1.224  N3 0.975
11 H -0.282 0.085 -1.083  C7 1.073
12 H -2.276 -0.769 0.012  C6 1.043
13 H 1.472 -1.157 0.811  N1 1.069
14 H 0.526 2.964 0.918  C4 1.139
15 H -0.067 -2.347 -0.608  N3 1.073
16 H 1.837 -0.711 -0.822  N1 1.003
17 H -1.188 1.412 0.538  C5 1.169
18 H 1.764 1.504 0.755  C4 1.071
19 H -0.119 0.862 1.947  C5 1.133
20 H 0.703 3.145 -1.387  N2 1.050
21 H 1.858 1.915 -1.216  N2 1.050

Calculated values
energy above the lowest of the compared OMol25 structures with the same formula, charge and spin: 52.67 kcal/mol
structure (SMILES): NCC[C@@H](N)C[NH3+]
Kohn-Sham gap: 9.562 eV
electronic energy: -8837.7388 eV
charge: +1

These are the Mulliken partial charges, in e, on atoms 1 to 8: N -0.602; N -0.503; N -0.299; C -0.704; C -0.813; C -0.888; C 0.175; H 0.360